Formula: C6H16
Source: OMol25
Level of theory: the ωB97M-V functional and the def2-TZVPD basis

electronic energy	-238.1807	hartree
gap between HOMO and LUMO	12.28	eV
highest occupied orbital energy	-11.2	eV
SMILES	CCC.CCC
molecular weight	88.19	g/mol
LUMO level	1.12	eV
spin multiplicity	1

Cartesian coordinates (Å):
C -0.77904 -0.76541 2.00213
C -1.00585 0.74726 1.73445
C -0.04506 1.62702 2.52689
H -1.64258 -1.09401 2.58485
H 0.10468 -1.00742 2.58067
H -0.85852 -1.29936 1.05465
H -0.86329 0.95342 0.67481
H -2.05758 0.96802 1.91698
H -0.21864 1.55038 3.60338
H 0.97640 1.28182 2.35527
H -0.08653 2.66389 2.20783
C 1.11945 0.64469 -2.27178
C 0.55860 -0.56393 -1.51398
C 0.11849 -1.67538 -2.46842
H 0.35487 1.26759 -2.72318
H 1.81137 0.31121 -3.05075
H 1.78626 1.22170 -1.62163
H 1.23298 -0.96158 -0.76374
H -0.35688 -0.18500 -1.05449
H -0.54127 -2.38130 -1.96508
H -0.37886 -1.23258 -3.33431
H 0.95945 -2.26026 -2.85515